[1]
The following is a quantum chemistry calculation of a molecular structure, C43H33BrMoN12O5S2, from the OMol25 dataset.

Element x y z (Å)
Mo -0.4442 0.6853 -0.9306
C 0.1970 0.7788 -5.2516
C 0.0845 1.1126 -3.8060
N -0.8788 0.7077 -3.0473
N -1.9156 0.0795 -3.6592
C -2.9511 -0.0357 -2.8646
N -4.0429 -0.6401 -3.3767
S -3.0091 0.5579 -1.2585
C 1.0265 2.0302 -3.1660
C 1.9816 2.7305 -3.8859
C 2.7295 3.7057 -3.2466
C 2.5026 3.9562 -1.9063
C 1.5596 3.1959 -1.2386
N 0.8384 2.2540 -1.8473
H -0.4807 -0.0336 -5.4877
H 1.2213 0.4697 -5.4676
H -0.0426 1.6390 -5.8816
H -4.0628 -0.8504 -4.3593
H -4.8889 -0.6879 -2.8408
H 2.1138 2.5225 -4.9369
H 3.4707 4.2727 -3.7950
H 3.0423 4.7227 -1.3688
H 1.3593 3.3437 -0.1880
Br 5.4252 6.4314 -0.1036
C 5.7288 4.6537 0.4726
C 5.7874 4.3760 1.8284
C 6.0324 3.0744 2.2372
C 6.1581 2.0578 1.3010
C 6.1141 2.3508 -0.0575
C 5.9093 3.6560 -0.4723
N 6.5147 0.7520 1.7973
N 5.9204 -0.2729 1.4450
C 4.7127 -0.2061 0.6681
C 4.6647 -0.9204 -0.5024
C 3.5314 -0.9270 -1.3342
C 2.3994 -0.2434 -0.9397
O 1.2763 -0.2171 -1.6114
C 2.4169 0.4246 0.3105
N 1.2187 0.9651 0.6564
C 1.1040 1.5516 1.8258
C 2.1824 1.6304 2.7251
C 3.3913 1.0873 2.3921
C 3.5495 0.4580 1.1366
H 5.6682 5.1681 2.5541
H 6.1285 2.8385 3.2896
H 6.2572 1.5694 -0.7903
H 5.8958 3.8958 -1.5265
H 5.5454 -1.4809 -0.7926
H 3.5167 -1.4897 -2.2575
H 0.1360 1.9600 2.0805
H 2.0271 2.1049 3.6835
H 4.2130 1.1127 3.0962
S -1.2789 2.8094 -0.1733
C -2.2782 2.2403 1.1614
N -3.0372 3.1692 1.7393
N -3.8087 2.7934 2.7769
C -4.5572 1.6155 2.9579
C -4.9455 1.2856 4.2536
C -5.7181 0.1580 4.4862
C -6.1045 -0.6576 3.4328
C -5.7261 -0.3158 2.1398
C -4.9676 0.8156 1.8937
N -2.1520 1.0034 1.6014
N -1.2851 0.2164 0.9720
C -1.1271 -1.0374 1.6214
C -0.0078 -1.8363 1.3865
C 0.1277 -3.0619 2.0193
C -0.8440 -3.5173 2.8982
C -1.9534 -2.7199 3.1427
C -2.1000 -1.4917 2.5182
H -4.1081 3.5845 3.3206
H -4.6190 1.9048 5.0811
H -6.0045 -0.0900 5.5003
H -6.6949 -1.5456 3.6144
H -6.0267 -0.9375 1.3054
H -4.6897 1.0706 0.8810
H 0.7509 -1.5306 0.6838
H 1.0008 -3.6674 1.8095
H -0.7393 -4.4794 3.3823
H -2.7250 -3.0556 3.8247
H -2.9717 -0.8831 2.7090
O -0.0914 -2.1507 -3.0547
C -0.7610 -2.2199 -2.0454
O -0.9492 -1.2882 -1.1459
C -1.4945 -3.4940 -1.6869
C -2.3164 -3.5701 -0.5678
C -2.9706 -4.7530 -0.2640
C -2.7861 -5.8386 -1.0995
C -1.9778 -5.7913 -2.2217
C -1.3305 -4.6027 -2.5106
N -3.4819 -7.1042 -0.7819
O -4.1899 -7.1275 0.2047
O -3.2986 -8.0506 -1.5212
H -2.4364 -2.7032 0.0664
H -3.6072 -4.8414 0.6034
H -1.8666 -6.6685 -2.8408
H -0.6869 -4.5136 -3.3751

Output
HOMO energy (spin up / spin down) = -6.8 / -7.1 eV
multiplicity = 3
energy above the lowest of the compared OMol25 structures with the same formula, charge and spin = 20.7 kcal/mol
F_max = 0.991 eV/Å
orbital gap (spin up / spin down) = 5.831 / 5.244 eV
lowest unoccupied orbital energy (spin up / spin down) = -0.929 / -1.845 eV

[2]
The following is a quantum chemistry calculation of a molecular structure, C43H33BrMoN12O5S2, from the OMol25 dataset.

Element x y z (Å)
Mo -0.6493 0.8652 0.1755
C 1.8937 2.2845 3.5391
C 0.7988 1.8231 2.6346
N 0.8484 1.8981 1.3414
N 1.9776 2.4419 0.7970
C 1.8088 2.7376 -0.4667
N 2.8521 3.2953 -1.1211
S 0.3133 2.5585 -1.3154
C -0.4734 1.3560 3.1491
C -0.7670 1.3140 4.5113
C -2.0221 0.9207 4.9219
C -2.9666 0.5855 3.9616
C -2.6188 0.6509 2.6304
N -1.3986 1.0318 2.2174
H 2.8296 2.3457 2.9928
H 2.0103 1.6067 4.3853
H 1.6730 3.2811 3.9326
H 3.7424 3.3180 -0.6540
H 2.8265 3.3554 -2.1216
H -0.0119 1.5970 5.2297
H -2.2652 0.8793 5.9758
H -3.9622 0.2623 4.2303
H -3.3107 0.3758 1.8533
Br 6.3675 -10.7361 0.6796
C 5.5542 -9.0560 0.3785
C 5.1068 -8.3116 1.4606
C 4.5196 -7.0823 1.2277
C 4.3748 -6.5943 -0.0757
C 4.8295 -7.3645 -1.1555
C 5.4182 -8.5918 -0.9246
N 3.7791 -5.3415 -0.1854
N 3.5807 -4.9623 -1.4107
C 3.0702 -3.7359 -1.5512
C 2.6372 -3.3890 -2.8871
C 1.7793 -2.3806 -3.0947
C 1.1428 -1.7074 -1.9240
O 0.5821 -0.4177 -2.1988
C 2.1181 -1.6093 -0.7854
N 2.1197 -0.4742 -0.1023
C 2.9918 -0.3499 0.8947
C 3.8620 -1.3622 1.2666
C 3.8678 -2.5422 0.5415
C 2.9944 -2.6757 -0.5374
H 5.2157 -8.6918 2.4668
H 4.1552 -6.4756 2.0474
H 4.7135 -6.9908 -2.1620
H 5.7742 -9.1939 -1.7496
H 2.9962 -4.0150 -3.6943
H 1.4157 -2.1237 -4.0811
H 2.9927 0.6113 1.4044
H 4.5442 -1.2188 2.0946
H 4.5612 -3.3318 0.7819
S -2.6247 2.0818 -0.1021
C -3.4066 1.1660 -1.3300
N -4.6915 1.4810 -1.6636
N -5.0953 1.0334 -2.8538
C -4.3835 1.0877 -4.0769
C -3.2996 1.9420 -4.2659
C -2.6671 1.9794 -5.4982
C -3.1030 1.1814 -6.5479
C -4.1959 0.3473 -6.3587
C -4.8351 0.2984 -5.1295
N -2.7464 0.2018 -1.9334
N -1.5751 -0.0585 -1.3822
C -0.7655 -0.9315 -2.2397
C -1.2597 -1.0187 -3.6515
C -1.5161 -2.1976 -4.2169
C -1.3576 -3.4669 -3.4958
C -0.7920 -3.5164 -2.2904
C -0.3136 -2.2712 -1.6354
H -6.0977 1.0318 -2.9431
H -2.9549 2.5757 -3.4619
H -1.8261 2.6478 -5.6369
H -2.6002 1.2157 -7.5056
H -4.5529 -0.2761 -7.1689
H -5.6752 -0.3687 -4.9741
H -1.3970 -0.0872 -4.1870
H -1.8683 -2.2287 -5.2418
H -1.7138 -4.3739 -3.9690
H -0.6836 -4.4559 -1.7607
H -0.4863 -2.2807 -0.5692
O -2.2149 -1.8329 1.3703
C -1.0128 -1.8172 1.5996
O -0.1761 -0.9150 1.1957
C -0.3601 -2.9399 2.3712
C 0.9509 -2.8304 2.8188
C 1.5545 -3.8877 3.4779
C 0.8220 -5.0458 3.6642
C -0.4871 -5.1818 3.2367
C -1.0797 -4.1083 2.5929
N 1.4718 -6.1896 4.3373
O 2.5948 -6.0241 4.7734
O 0.8928 -7.2574 4.3219
H 1.4949 -1.9159 2.6303
H 2.5709 -3.8323 3.8383
H -1.0142 -6.1085 3.4047
H -2.1024 -4.1600 2.2428

Output
HOMO energy (spin up / spin down) = -7.2 / -7.2 eV
multiplicity = 3
energy above the lowest of the compared OMol25 structures with the same formula, charge and spin = 68.1 kcal/mol
F_max = 0.810 eV/Å
orbital gap (spin up / spin down) = 6.494 / 5.366 eV
lowest unoccupied orbital energy (spin up / spin down) = -0.661 / -1.834 eV

[3]
The following is a quantum chemistry calculation of a molecular structure, C43H33ClF2HfN3O7S at a distorted geometry, from the OMol25 dataset.

Element x y z (Å)
Hf -1.0819 0.3542 -0.2585
O -2.4508 -0.7170 -1.4726
C -2.2294 -1.8916 -2.0108
C -3.1771 -2.9246 -1.8858
C -2.9280 -4.1709 -2.4156
C -1.7490 -4.4429 -3.1194
C -0.8341 -3.4283 -3.2974
C -1.0507 -2.1596 -2.7488
C -0.1669 -1.0597 -3.0819
N -0.1915 0.0640 -2.4829
C 0.4340 1.2249 -3.0791
C -0.6405 2.3014 -2.9940
N -1.0199 2.3992 -1.5845
C -1.3669 3.5548 -1.1506
C -1.5856 3.8923 0.2319
C -2.2730 5.0599 0.5763
C -2.4392 5.4177 1.8960
C -1.8578 4.6195 2.8880
C -1.1384 3.4884 2.5751
C -1.0112 3.0702 1.2336
O -0.3803 1.9871 0.9117
H -4.0735 -2.7144 -1.3188
H -3.6606 -4.9579 -2.2770
H -1.5685 -5.4270 -3.5308
H 0.0762 -3.6033 -3.8613
H 0.4648 -1.1857 -3.9680
H 0.7465 1.0444 -4.1129
H 1.2946 1.5052 -2.4688
H -1.5127 1.9914 -3.5790
H -0.2782 3.2594 -3.3767
H -1.4501 4.3806 -1.8658
H -2.6917 5.6737 -0.2143
H -2.9998 6.3036 2.1613
H -1.9685 4.9009 3.9290
H -0.6713 2.8823 3.3418
F -6.2783 2.5351 -0.7358
C -5.3761 1.9420 0.0850
C -4.1127 1.6594 -0.3836
C -3.1630 1.0859 0.4615
C -3.5291 0.8021 1.7898
C -4.8416 1.0456 2.1871
F -5.2701 0.6971 3.4303
C -5.7839 1.6258 1.3666
C -2.4673 0.3198 2.7018
C -2.5516 0.3044 4.0967
C -1.4619 -0.1073 4.8382
C -0.2942 -0.4851 4.1932
C -0.2700 -0.4264 2.8133
N -1.3267 -0.0440 2.0991
H -3.8896 1.8705 -1.4234
H -6.7906 1.8084 1.7116
H -3.4554 0.6250 4.5862
H -1.5210 -0.1201 5.9195
H 0.5833 -0.8056 4.7365
H 0.6236 -0.6613 2.2444
O 6.2793 5.6396 1.3339
C 5.7422 5.3229 0.1216
O 6.0535 5.9810 -0.8371
C 4.8174 4.1673 0.0896
C 4.2537 3.5878 1.2306
C 3.4209 2.4926 1.1366
C 3.1174 1.8990 -0.1029
S 2.1458 0.4641 -0.2032
C 3.6676 2.5158 -1.2431
C 4.4923 3.6168 -1.1514
H 6.0103 4.9738 1.9765
H 4.4182 4.0085 2.2192
H 2.9776 2.0673 2.0278
H 3.4472 2.0897 -2.2145
H 4.9120 4.0697 -2.0404
C 3.6868 -3.1475 -1.1366
C 3.2913 -4.5528 -0.7991
C 4.1222 -5.6348 -1.0212
C 3.7056 -6.9231 -0.7060
Cl 4.7843 -8.2655 -1.0091
C 2.4629 -7.1566 -0.1641
C 1.6099 -6.0802 0.0706
C 2.0209 -4.7938 -0.2458
O 1.2745 -3.6820 -0.0636
C -0.0338 -3.8139 0.4382
C -0.7199 -2.4586 0.4395
O -1.8702 -2.3737 0.8480
O -0.0278 -1.4697 -0.0189
H 4.7167 -3.1094 -1.4898
H 3.5727 -2.4775 -0.2836
H 3.0329 -2.7333 -1.9065
H 5.1062 -5.4788 -1.4439
H 2.1534 -8.1644 0.0759
H 0.6343 -6.2596 0.4984
H -0.0359 -4.2070 1.4606
H -0.6353 -4.4775 -0.1940

Output
total charge = -1
HOMO energy = -4.5 eV
multiplicity = 1
energy above the lowest of the compared OMol25 structures with the same formula, charge and spin = 14.4 kcal/mol
F_max = 1.256 eV/Å
orbital gap = 6.734 eV
lowest unoccupied orbital energy = 2.223 eV

[4]
The following is a quantum chemistry calculation of a molecular structure, C43H33ClF3N2P2PdSTe, from the OMol25 dataset.

Element x y z (Å)
Pd 0.1141 -0.0971 0.2005
Te -2.7839 -2.5632 3.6330
C -4.5535 -1.4230 3.9780
C -5.8107 -1.9148 3.6475
C -6.9282 -1.1214 3.8644
N -6.8788 0.1082 4.3722
C -5.6724 0.5729 4.6918
C -4.4980 -0.1475 4.5288
C -1.8046 -1.3969 2.2378
P -0.5507 -0.2252 2.5571
C 0.3570 -0.8268 4.0337
C 0.9994 -2.0591 3.8878
C 1.6750 -2.6414 4.9456
C 1.7210 -2.0008 6.1786
C 1.0799 -0.7833 6.3388
C 0.4010 -0.2003 5.2747
C -1.2128 1.4002 3.0756
C -2.5319 1.7293 2.7805
C -3.0216 3.0021 3.0356
C -2.1914 3.9718 3.5776
C -0.8635 3.6642 3.8477
C -0.3776 2.3922 3.5897
P -1.6710 -1.7359 0.5243
C -1.4212 -3.5301 0.2526
C -0.1019 -3.9821 0.2042
C 0.1823 -5.3328 0.0706
C -0.8574 -6.2492 -0.0297
C -2.1731 -5.8096 0.0074
C -2.4542 -4.4575 0.1506
C -3.2509 -1.4464 -0.3375
C -4.3552 -0.9190 0.3181
C -5.5074 -0.5906 -0.3857
C -5.5612 -0.7787 -1.7573
C -4.4582 -1.3015 -2.4255
C -3.3139 -1.6331 -1.7207
H -5.9223 -2.8963 3.2046
H -7.9155 -1.4923 3.6080
H -5.6390 1.5773 5.1012
H -3.5518 0.2914 4.8156
H 0.9478 -2.5703 2.9316
H 2.1592 -3.6009 4.8104
H 2.2455 -2.4550 7.0097
H 1.0950 -0.2840 7.3000
H -0.1081 0.7417 5.4255
H -3.1681 0.9820 2.3233
H -4.0513 3.2374 2.7958
H -2.5695 4.9680 3.7698
H -0.1999 4.4215 4.2464
H 0.6687 2.1741 3.7768
H 0.7082 -3.2600 0.2689
H 1.2123 -5.6652 0.0372
H -0.6410 -7.3044 -0.1423
H -2.9858 -6.5220 -0.0664
H -3.4830 -4.1204 0.1893
H -4.3081 -0.7667 1.3890
H -6.3605 -0.1827 0.1431
H -6.4543 -0.5124 -2.3087
H -4.4873 -1.4373 -3.4998
H -2.4515 -2.0263 -2.2497
F -1.9475 3.9870 -2.8343
C -2.6155 2.8728 -3.1799
F -3.6385 2.7422 -2.3226
F -3.1685 3.1312 -4.3925
C -1.7334 1.6581 -3.2236
C -1.6333 0.9303 -4.3893
C -0.8446 -0.2152 -4.4341
C -0.1847 -0.5728 -3.2753
N -0.2602 0.1243 -2.1488
C -1.0265 1.2354 -2.0717
S -1.0748 1.9754 -0.5218
H -2.1783 1.2530 -5.2656
H -0.7539 -0.8067 -5.3331
H 0.4323 -1.4651 -3.2337
Cl 4.1511 -4.8161 -0.0193
C 3.5651 -3.1685 -0.0008
C 3.2557 -2.5334 -1.1990
C 2.8031 -1.2322 -1.1858
C 2.6393 -0.5046 0.0263
C 2.1309 0.8270 0.0465
C 2.9685 -1.1989 1.2227
C 3.4237 -2.5005 1.2090
H 3.3707 -3.0682 -2.1330
H 2.5669 -0.7362 -2.1197
H 2.1411 1.3912 -0.8792
H 2.2909 1.4141 0.9442
H 2.8521 -0.6844 2.1694
H 3.6625 -3.0065 2.1358

Output
total charge = -1
HOMO energy (spin up / spin down) = -3.2 / -4.6 eV
multiplicity = 3
energy above the lowest of the compared OMol25 structures with the same formula, charge and spin = 0.0 kcal/mol
F_max = 0.203 eV/Å
orbital gap (spin up / spin down) = 5.501 / 6.424 eV
lowest unoccupied orbital energy (spin up / spin down) = 2.294 / 1.833 eV

[5]
The following is a quantum chemistry calculation of a molecular structure, C43H34Cl3GeN3O2P2Sn at a distorted geometry, from the OMol25 dataset.

Element x y z (Å)
Sn -0.5018 0.7661 0.4661
C -6.8654 -3.6643 0.8823
C -5.4053 -3.7403 0.4104
C -5.1241 -5.1564 -0.1602
C -5.1434 -2.7585 -0.7088
C -5.9976 -2.6369 -1.7998
C -5.7323 -1.7499 -2.8297
C -4.5788 -0.9726 -2.8170
C -3.6904 -1.0857 -1.7638
P -2.0937 -0.1811 -1.6650
C -1.2092 -0.7193 -3.1636
C -1.6215 -0.3941 -4.4531
C -0.9425 -0.9215 -5.5366
C 0.1516 -1.7512 -5.3418
C 0.5789 -2.0546 -4.0573
C -0.1027 -1.5424 -2.9676
C -2.6084 1.5345 -1.9706
C -1.7856 2.4123 -2.6806
C -2.1558 3.7405 -2.8168
C -3.3168 4.2058 -2.2133
C -4.1064 3.3471 -1.4612
C -3.7509 2.0181 -1.3292
C -3.9924 -1.9559 -0.7029
O -3.1236 -1.9138 0.3333
C -3.3535 -2.6629 1.4341
C -2.4255 -2.4966 2.4731
C -2.6131 -3.1568 3.6746
C -3.7094 -3.9983 3.8218
C -4.6031 -4.1850 2.7805
C -4.4547 -3.5232 1.5653
P -0.9380 -1.4727 2.1809
C -0.8300 -0.4800 3.6996
C 0.0849 -0.6785 4.7302
C 0.1474 0.2349 5.7686
C -0.6841 1.3458 5.7811
C -1.6271 1.5277 4.7753
C -1.6904 0.6248 3.7345
C 0.4147 -2.6799 2.2056
C 0.1982 -4.0267 1.9183
C 1.2614 -4.9105 1.9423
C 2.5457 -4.4568 2.2062
C 2.7706 -3.1082 2.4498
C 1.7119 -2.2212 2.4434
H -7.5485 -3.8588 0.0621
H -7.0863 -2.6785 1.2868
H -7.0652 -4.4077 1.6475
H -5.7933 -5.3567 -0.9917
H -5.2849 -5.9066 0.6087
H -4.0989 -5.2314 -0.5174
H -6.8917 -3.2357 -1.8555
H -6.4190 -1.6696 -3.6583
H -4.3798 -0.2945 -3.6310
H -2.4563 0.2711 -4.6133
H -1.2740 -0.6923 -6.5378
H 0.6662 -2.1694 -6.1918
H 1.4271 -2.7058 -3.9084
H 0.2120 -1.7742 -1.9540
H -0.8883 2.0393 -3.1655
H -1.5383 4.4134 -3.3935
H -3.6084 5.2382 -2.3273
H -4.9976 3.7130 -0.9756
H -4.3751 1.3448 -0.7538
H -1.9006 -3.0375 4.4767
H -3.8512 -4.5256 4.7519
H -5.4293 -4.8614 2.9293
H 0.7353 -1.5411 4.7286
H 0.8508 0.0851 6.5732
H -0.5965 2.0763 6.5700
H -2.2952 2.3743 4.8084
H -2.4257 0.7518 2.9377
H -0.7948 -4.3881 1.6966
H 1.0911 -5.9590 1.7594
H 3.3717 -5.1497 2.2162
H 3.7695 -2.7510 2.6481
H 1.8800 -1.1727 2.6460
N 3.8234 0.2535 -1.0511
C 2.8305 0.3365 -0.0328
O 1.6401 0.1445 -0.4152
C 3.2251 0.7701 1.2280
C 4.5761 0.8259 1.6212
N 5.6842 0.8148 1.9069
C 2.1539 1.1710 2.0033
N 1.0835 1.4699 2.3356
H 4.7798 0.2616 -0.6863
H 3.6731 -0.5243 -1.6934
Cl 1.8968 3.1740 -1.1429
Ge 3.3720 2.2301 -2.3046
Cl 2.6735 1.4196 -4.0922
Cl 5.2800 3.0283 -2.1217

Output
total charge = +3
HOMO energy (spin up / spin down) = -15.8 / -15.8 eV
multiplicity = 2
F_max = 1.514 eV/Å
orbital gap (spin up / spin down) = 7.045 / 4.309 eV
lowest unoccupied orbital energy (spin up / spin down) = -8.739 / -11.471 eV